1.
{"formula": "C25H19N4O11Ti", "method": "the ωB97M-V functional and the def2-TZVPD basis", "energy_ha": -2860.33091, "relative_energy_ev": 0.000, "gap_ev": [4.18, 4.18], "total_charge": -1, "homo_ev": [-3.13, -3.13], "lumo_energy_ev": [1.06, 1.06], "molar_mass_da": 599.31, "elements": ["Ti", "O", "C", "O", "C", "C", "C", "C", "C", "O", "C", "C", "O", "O", "H", "H", "H", "H", "H", "H", "H", "H", "C", "C", "C", "C", "N", "C", "C", "C", "C", "C", "C", "N", "H", "H", "H", "H", "H", "H", "H", "H", "O", "C", "O", "C", "C", "C", "C", "C", "C", "N", "O", "O", "N", "O", "O", "H", "H", "H"], "coordinates": [[0.2849, 0.2833, 0.2978], [0.6584, 2.5996, 3.6338], [0.9851, 1.8455, 2.7442], [0.1722, 1.0751, 2.0722], [2.4595, 1.6847, 2.3525], [2.8163, 0.2095, 2.1036], [4.3292, 0.0071, 2.1396], [4.7665, 0.6768, 0.8128], [3.4248, 1.1206, 0.2322], [2.5357, 0.0629, 0.6792], [2.8613, 2.3327, 0.9806], [1.7038, 2.9366, 0.1731], [1.6304, 4.1409, 0.0297], [0.9067, 2.0647, -0.3671], [3.0492, 2.1071, 3.1637], [2.2152, -0.5134, 2.6469], [4.5738, -1.0545, 2.1366], [4.7718, 0.4658, 3.0229], [5.2528, -0.0423, 0.1554], [5.4340, 1.5256, 0.9579], [3.3721, 1.1921, -0.8508], [3.6050, 3.1141, 1.1208], [-3.8345, 0.9980, -0.2126], [-4.0379, 0.7791, -1.6130], [-2.9923, 0.3744, -2.3719], [-1.7099, 0.1664, -1.7911], [-1.5194, 0.4149, -0.4338], [-2.6060, 0.8153, 0.3157], [-0.5743, -0.3119, -2.4334], [-0.4858, -0.6888, -3.8048], [0.6618, -1.2016, -4.3098], [1.7920, -1.3483, -3.4478], [1.6763, -0.9682, -2.1524], [0.5310, -0.4638, -1.6004], [-4.6458, 1.3185, 0.4256], [-5.0121, 0.9366, -2.0562], [-3.1228, 0.2010, -3.4317], [-2.4018, 0.9911, 1.3643], [-1.3523, -0.5644, -4.4400], [0.7259, -1.4918, -5.3504], [2.7309, -1.7409, -3.8132], [2.5210, -1.0483, -1.4783], [-1.2790, -2.9877, 0.8270], [-0.1206, -2.6358, 0.7556], [0.3902, -1.5193, 1.1650], [0.9041, -3.5868, 0.1530], [0.4782, -4.7874, -0.3951], [1.4134, -5.6281, -0.9724], [2.7602, -5.3270, -1.0289], [3.1438, -4.1233, -0.4711], [2.2491, -3.2495, 0.1171], [4.5687, -3.7492, -0.5267], [5.3447, -4.5442, -1.0180], [4.8830, -2.6589, -0.0903], [0.9647, -6.9063, -1.5599], [1.8090, -7.6199, -2.0665], [-0.2151, -7.1757, -1.4890], [-0.5711, -5.0436, -0.3708], [3.4700, -5.9949, -1.4889], [2.5787, -2.3053, 0.5257]]}



2.
{"formula": "C25H19N6O2RuS4", "method": "the ωB97M-V functional and the def2-TZVPD basis", "energy_ha": -3130.80014, "relative_energy_ev": 0.412, "spin_multiplicity": 2, "gap_ev": [7.00, 6.09], "total_charge": 0, "homo_ev": [-7.77, -7.61], "lumo_energy_ev": [-0.77, -1.52], "molar_mass_da": 664.80, "elements": ["Ru", "S", "C", "C", "N", "C", "S", "C", "N", "O", "S", "O", "N", "C", "C", "C", "C", "C", "C", "C", "C", "N", "C", "C", "C", "C", "C", "C", "C", "H", "H", "H", "H", "H", "H", "H", "H", "H", "H", "H", "C", "C", "C", "C", "N", "C", "S", "N", "C", "H", "H", "H", "H", "H", "H", "H", "H"], "coordinates": [[0.1684, 0.2841, 0.2359], [0.1255, 0.5007, 2.6016], [1.7374, 0.0096, 3.0651], [2.0967, 0.2113, 4.4338], [2.3632, 0.4235, 5.5327], [2.5981, -0.5424, 2.1762], [2.2221, -0.8046, 0.5026], [3.9015, -0.9664, 2.5996], [4.9525, -1.2919, 2.9328], [2.4310, 0.3888, -3.1903], [1.3182, 1.0559, -2.5800], [1.5544, 2.1374, -1.6477], [0.3588, 0.0469, -1.7534], [-0.2774, -1.0647, -2.2815], [-0.2382, -1.5396, -3.5725], [-1.0047, -2.6649, -3.9334], [-1.8060, -3.3127, -3.0349], [-1.8660, -2.8543, -1.6990], [-2.6573, -3.4548, -0.6933], [-2.6483, -2.9470, 0.5722], [-1.8435, -1.8328, 0.8678], [-1.0977, -1.2534, -0.0470], [-1.0938, -1.7403, -1.3332], [0.3023, 1.6799, -3.8912], [-1.0187, 2.0201, -3.6349], [-1.7874, 2.5462, -4.6612], [-1.2363, 2.7261, -5.9239], [0.0842, 2.3753, -6.1690], [0.8617, 1.8439, -5.1500], [0.3937, -1.0632, -4.3081], [-0.9511, -3.0180, -4.9549], [-2.3918, -4.1749, -3.3247], [-3.2643, -4.3162, -0.9430], [-3.2390, -3.3842, 1.3639], [-1.7995, -1.4152, 1.8631], [-1.4437, 1.8681, -2.6510], [-2.8197, 2.8109, -4.4731], [-1.8416, 3.1350, -6.7226], [0.5090, 2.5098, -7.1549], [1.8897, 1.5525, -5.3182], [2.6748, 4.0422, 1.3236], [1.4987, 4.1274, 0.4139], [1.3654, 4.9730, -0.6547], [0.1832, 4.9110, -1.4021], [-0.7842, 4.0341, -1.1402], [-0.6028, 3.1676, -0.1574], [-1.6892, 1.8377, 0.0896], [0.4802, 3.2801, 0.6558], [-0.0393, 5.7948, -2.5830], [3.4287, 4.7741, 1.0486], [3.1132, 3.0428, 1.2633], [2.3718, 4.2088, 2.3587], [2.1541, 5.6647, -0.9082], [0.5327, 2.6213, 1.4494], [0.7167, 6.5725, -2.6620], [-1.0319, 6.2401, -2.5286], [-0.0117, 5.1750, -3.4822]]}



3.
{"formula": "C25H20BBrIN3O6Sr", "method": "the ωB97M-V functional and the def2-TZVPD basis", "energy_ha": -4507.81679, "relative_energy_ev": 0.000, "gap_ev": 3.29, "total_charge": -2, "homo_ev": 0.29, "lumo_energy_ev": 3.58, "molar_mass_da": 763.69, "elements": ["Sr", "O", "C", "O", "C", "C", "N", "N", "C", "C", "O", "O", "H", "H", "H", "Br", "C", "C", "C", "C", "C", "C", "I", "H", "H", "H", "H", "C", "C", "C", "C", "C", "C", "C", "C", "N", "H", "H", "H", "H", "H", "H", "H", "H", "H", "O", "B", "O", "C", "C", "C", "C", "C", "C", "H", "H", "H", "H"], "coordinates": [[0.5011, -0.2722, -0.1150], [4.9100, -1.1058, 4.3019], [5.5090, -0.6785, 3.2156], [6.7091, -0.4824, 3.1670], [4.6654, -0.4545, 2.0061], [5.1975, -0.0286, 0.8101], [4.1876, 0.0367, -0.0687], [3.0183, -0.3034, 0.4733], [3.2741, -0.5965, 1.7405], [2.1166, -0.9442, 2.6620], [2.4225, -1.3177, 3.8196], [0.9686, -0.8113, 2.1956], [3.8843, -1.2200, 4.1513], [6.2113, 0.2293, 0.5584], [4.1868, 0.4191, -1.0004], [-6.4886, -1.4106, -1.4913], [-5.9074, -0.1490, -0.1972], [-6.8894, 0.5737, 0.4677], [-6.5275, 1.5111, 1.4205], [-5.1872, 1.7210, 1.7053], [-4.2147, 0.9944, 1.0398], [-4.5614, 0.0493, 0.0781], [-3.0072, -0.9723, -0.8732], [-7.9295, 0.3980, 0.2293], [-7.2943, 2.0784, 1.9328], [-4.8885, 2.4591, 2.4380], [-3.1692, 1.1701, 1.2489], [2.8642, 3.2608, -0.9998], [1.5602, 3.9828, -1.1439], [1.5228, 5.3378, -1.4004], [0.3232, 6.0448, -1.5371], [-0.8652, 5.3158, -1.4027], [-0.8830, 3.9603, -1.1513], [-2.1716, 3.2178, -1.0183], [0.3451, 3.1827, -0.9999], [0.3765, 1.8936, -0.7767], [3.7129, 3.9385, -1.1424], [2.9283, 2.4378, -1.7278], [2.9429, 2.7846, -0.0146], [2.4681, 5.8734, -1.4981], [0.3138, 7.1111, -1.7334], [-1.8192, 5.8352, -1.5033], [-3.0342, 3.8863, -1.1147], [-2.2137, 2.7116, -0.0503], [-2.2465, 2.4143, -1.7610], [0.0157, -3.7010, -2.5367], [0.0927, -2.6862, -1.5190], [0.2113, -3.4254, -0.2754], [0.2069, -4.7535, -0.5632], [0.3004, -5.8308, 0.2895], [0.2658, -7.1053, -0.2832], [0.1427, -7.2719, -1.6571], [0.0504, -6.1702, -2.5124], [0.0856, -4.9181, -1.9382], [0.3979, -5.6843, 1.3572], [0.3369, -7.9772, 0.3557], [0.1179, -8.2720, -2.0733], [-0.0461, -6.2866, -3.5842]]}



4.
{"formula": "C25H20Br2IIrN2O4", "method": "the ωB97M-V functional and the def2-TZVPD basis", "energy_ha": -6924.86622, "relative_energy_ev": 0.000, "spin_multiplicity": 6, "gap_ev": [8.02, 5.83], "total_charge": 1, "homo_ev": [-10.94, -11.47], "lumo_energy_ev": [-2.92, -5.64], "molar_mass_da": 891.37, "elements": ["Ir", "C", "C", "O", "C", "C", "C", "N", "N", "C", "O", "C", "C", "C", "C", "C", "C", "H", "H", "H", "H", "H", "H", "H", "H", "H", "H", "H", "H", "Br", "C", "C", "C", "C", "C", "C", "I", "H", "H", "H", "H", "Br", "C", "C", "C", "C", "C", "C", "C", "O", "O", "H", "H", "H", "H"], "coordinates": [[-0.5866, 0.2627, 0.5683], [3.5642, 0.2174, 2.1880], [2.4461, 0.1627, 1.1950], [1.3031, -0.0967, 1.6292], [2.7843, 0.3741, -0.1866], [2.0127, 0.0966, -1.2850], [2.5881, 0.1522, -2.6639], [0.7057, -0.2742, -1.1458], [0.1291, -0.7987, -2.2025], [-1.1818, -1.0677, -1.9909], [-1.7873, -0.7126, -0.9373], [-1.9025, -1.8185, -3.0198], [-1.2560, -2.2470, -4.1812], [-1.9576, -2.9712, -5.1282], [-3.2987, -3.2689, -4.9210], [-3.9441, -2.8447, -3.7650], [-3.2496, -2.1220, -2.8133], [3.1810, 0.0940, 3.1962], [4.0895, 1.1698, 2.0985], [4.2883, -0.5694, 1.9668], [3.8078, 0.6676, -0.3723], [3.5880, 0.5766, -2.6409], [1.9490, 0.7446, -3.3180], [2.6328, -0.8511, -3.0888], [-0.2129, -2.0068, -4.3295], [-1.4619, -3.3032, -6.0302], [-3.8452, -3.8325, -5.6659], [-4.9893, -3.0781, -3.6114], [-3.7345, -1.7892, -1.9053], [-0.0545, -3.3584, 0.4680], [-1.9269, -3.5977, 0.4185], [-2.4382, -4.6017, -0.3907], [-3.8070, -4.8062, -0.4582], [-4.6719, -4.0054, 0.2717], [-4.1677, -2.9932, 1.0738], [-2.7961, -2.7971, 1.1495], [-2.0984, -1.2817, 2.4035], [-1.7593, -5.2177, -0.9639], [-4.1951, -5.5943, -1.0889], [-5.7403, -4.1647, 0.2205], [-4.8373, -2.3627, 1.6425], [-0.4376, 3.7468, 4.4739], [-1.4234, 4.5646, 3.0906], [-1.8956, 5.8429, 3.3443], [-2.6159, 6.5273, 2.3785], [-2.8655, 5.9461, 1.1442], [-2.3903, 4.6759, 0.8857], [-1.6704, 3.9633, 1.8507], [-1.2387, 2.6057, 1.4756], [-0.7930, 1.7472, 2.2781], [-1.3308, 2.2370, 0.2418], [-1.6933, 6.2977, 4.3035], [-2.9800, 7.5228, 2.5952], [-3.4271, 6.4801, 0.3906], [-2.5729, 4.2049, -0.0693]]}



5.
{"formula": "C25H20BrHfN2O5S", "method": "the ωB97M-V functional and the def2-TZVPD basis", "energy_ha": -4470.61080, "relative_energy_ev": 0.000, "gap_ev": 7.60, "total_charge": 1, "homo_ev": -10.65, "lumo_energy_ev": -3.05, "molar_mass_da": 718.91, "elements": ["Hf", "O", "C", "O", "C", "C", "C", "C", "C", "C", "S", "H", "H", "H", "H", "Br", "C", "C", "C", "C", "C", "C", "C", "O", "O", "H", "H", "H", "H", "C", "N", "N", "C", "O", "C", "C", "C", "C", "C", "C", "C", "C", "C", "H", "H", "H", "H", "H", "H", "H", "H", "H", "H", "H", "H"], "coordinates": [[0.2790, -2.2965, 0.7557], [1.0839, -4.2492, 1.0519], [0.6887, -4.4326, -0.1512], [-0.4481, -3.9181, -0.4321], [1.6511, -4.7583, -1.2166], [1.9973, -6.0269, -1.6499], [2.9576, -6.1563, -2.6413], [3.5612, -5.0230, -3.1666], [3.2212, -3.7570, -2.7181], [2.2538, -3.6029, -1.7331], [1.8458, -1.9579, -1.1813], [1.5205, -6.8970, -1.2201], [3.2386, -7.1368, -2.9980], [4.3162, -5.1250, -3.9344], [3.7117, -2.8843, -3.1271], [-1.1070, 3.3132, 5.3316], [0.1848, 2.5477, 4.1826], [1.1933, 3.3422, 3.6515], [2.1316, 2.7873, 2.7943], [2.0686, 1.4448, 2.4613], [1.0503, 0.6636, 2.9993], [0.1034, 1.2043, 3.8681], [0.9012, -0.7326, 2.5699], [1.8113, -1.3049, 1.8758], [-0.1923, -1.3749, 2.7076], [1.2442, 4.3900, 3.9135], [2.9173, 3.4106, 2.3906], [2.7955, 0.9930, 1.8002], [-0.6793, 0.5792, 4.2730], [-2.5592, 3.5746, -0.3344], [-2.4694, 2.2337, 0.2157], [-1.6875, 1.2657, -0.3562], [-1.7072, 0.1733, 0.4414], [-1.0500, -0.8860, 0.1000], [-2.5072, 0.4640, 1.5503], [-2.9546, 1.7625, 1.3759], [-3.7914, 2.5998, 2.2710], [-1.1157, 1.3663, -1.6623], [0.2649, 1.3230, -1.7850], [0.8246, 1.3772, -3.0519], [0.0062, 1.4958, -4.1651], [-1.3737, 1.5458, -4.0254], [-1.9477, 1.4692, -2.7669], [-1.7079, 3.7424, -0.9889], [-2.5255, 4.2929, 0.4813], [-3.4808, 3.7024, -0.9017], [-2.7131, -0.1903, 2.3772], [-4.1634, 1.9958, 3.0941], [-4.6420, 3.0256, 1.7397], [-3.2019, 3.4147, 2.6950], [0.8847, 1.2395, -0.9013], [1.8980, 1.3247, -3.1663], [0.4453, 1.5437, -5.1521], [-2.0042, 1.6280, -4.8997], [-3.0227, 1.4743, -2.6417]]}



6.
{"formula": "C25H20Cl2CoN7O2", "method": "the ωB97M-V functional and the def2-TZVPD basis", "energy_ha": -3801.08347, "spin_multiplicity": 5, "gap_ev": [4.38, 4.51], "total_charge": 2, "homo_ev": [-11.40, -13.28], "lumo_energy_ev": [-7.02, -8.77], "molar_mass_da": 580.32, "elements": ["Co", "N", "C", "N", "C", "N", "N", "C", "C", "C", "C", "C", "C", "N", "C", "C", "C", "C", "C", "C", "H", "H", "H", "H", "H", "H", "H", "H", "H", "H", "H", "Cl", "C", "C", "C", "Cl", "C", "C", "C", "C", "N", "C", "C", "O", "H", "H", "H", "H", "C", "C", "N", "O", "H", "H", "H", "H", "H"], "coordinates": [[0.1289, 0.8448, 0.3274], [3.6492, -1.8109, 0.7619], [2.9846, -0.6326, 0.7417], [1.7245, -0.5152, 1.0868], [1.0124, -1.6113, 1.4373], [-0.2924, -1.4936, 1.6938], [-0.6656, -0.2289, 1.5863], [-1.5327, 0.4268, 2.3787], [-1.4039, 1.8284, 2.3788], [-2.1989, 2.7789, 3.0630], [-1.8909, 4.1113, 2.9164], [-0.8392, 4.5473, 2.1066], [-0.1132, 3.5603, 1.4401], [-0.3822, 2.2472, 1.5708], [1.6410, -2.9167, 1.4683], [0.9317, -4.0809, 1.7342], [1.4822, -5.3435, 1.6299], [2.8312, -5.4114, 1.2906], [3.5768, -4.2505, 1.0414], [2.9988, -3.0017, 1.1436], [4.6106, -1.8378, 0.4409], [3.5116, 0.2650, 0.4753], [-2.2373, -0.1379, 3.0174], [-3.0393, 2.4173, 3.6655], [-2.5233, 4.8454, 3.4067], [-0.6367, 5.5910, 1.9602], [0.7008, 3.7746, 0.7979], [-0.0918, -3.9680, 2.0455], [0.8613, -6.2054, 1.7951], [3.3611, -6.3756, 1.1733], [4.5971, -4.2979, 0.6604], [-0.3065, -3.6127, -1.6830], [-1.3319, -2.2592, -1.9100], [-2.6298, -2.4459, -2.4053], [-3.4951, -1.3603, -2.5757], [-4.9556, -1.6257, -3.4138], [-3.1654, -0.0329, -2.1084], [-3.9837, 1.1182, -2.1653], [-3.4934, 2.3134, -1.6421], [-2.2317, 2.3826, -1.0802], [-1.4241, 1.2859, -0.9864], [-1.8537, 0.1291, -1.5676], [-0.9129, -0.9703, -1.4802], [0.2088, -0.7455, -0.8905], [-2.9548, -3.4402, -2.7358], [-4.9809, 1.1050, -2.5986], [-4.1143, 3.2007, -1.7525], [-1.8344, 3.3030, -0.6684], [2.7938, 3.0506, -2.2408], [1.9805, 1.9061, -1.7097], [1.9007, 0.8136, -2.4421], [1.5232, 1.9488, -0.5189], [2.4819, 3.2512, -3.2655], [3.8394, 2.7934, -2.2238], [2.5720, 3.9053, -1.6215], [2.2598, 0.8789, -3.4034], [1.3520, -0.0118, -2.1460]]}